DFT (the ωB97M-V functional and the def2-TZVPD basis) results for C24H28FN5O7RuS2 as an isolated structure.

For the frontier orbital gap (alpha / beta), the calculation gives 8.14 / 5.92 eV. Its expectation value of S² is 6.05. The largest force on an atom comes out at 0.76 eV/A. For the molar mass, the calculation gives 682.72 g mol⁻¹. For the energy above the lowest of the compared OMol25 structures with the same formula, charge and spin, the calculation gives 0.2052 eV. As for the charge: +2. As for the multiplicity: 5.

Each line ends with the Löwdin charge.
Positions of all 68 atoms, in Å:
Ru 0.31 0.12 0.30  1.407
S 1.00 0.48 -2.46  0.457
S -0.29 -2.00 -0.67  0.965
F -3.62 -1.93 5.38  0.081
O -1.20 0.11 1.62  -0.170
O 0.03 2.09 0.04  -0.185
O 1.51 -0.38 -3.47  -0.258
O 1.75 0.31 -1.11  -0.504
O -0.42 0.32 -2.06  -0.457
O -0.88 4.09 0.27  0.102
O 1.05 -1.54 1.81  -0.185
N 1.81 1.05 1.84  0.118
N -5.05 0.13 6.71  -0.086
N -3.13 3.19 3.47  -0.004
N 1.16 -2.76 1.40  -0.202
N -5.87 0.55 9.11  0.066
C 2.91 1.37 1.71  -0.173
C 1.37 -5.40 0.57  -0.030
C -5.86 -0.91 8.75  -0.071
C -3.13 4.94 5.26  -0.052
C 0.54 -3.16 0.23  -0.570
C 1.87 -3.65 2.14  0.009
C -4.06 1.64 5.11  0.060
C 1.25 2.14 -2.93  -0.118
C 4.30 1.79 1.50  -0.014
C -4.20 0.36 5.60  -0.123
C -3.85 4.34 4.06  -0.166
C -6.38 0.72 6.71  -0.125
C -3.25 1.90 3.99  -0.102
C 0.65 -4.50 -0.18  -0.051
C -2.32 3.42 2.44  0.065
C -2.67 -0.43 3.88  0.103
C -5.00 -1.10 7.50  -0.124
C -2.54 0.87 3.37  -0.042
C -3.48 -0.67 4.95  -0.180
C -6.63 1.36 8.08  -0.061
C 1.98 -4.96 1.74  -0.008
C -1.58 2.45 1.79  -0.015
C -1.72 1.13 2.21  -0.244
C -0.76 2.94 0.63  -0.547
H -7.14 -0.04 6.50  0.141
H 4.53 1.69 0.44  0.098
H -4.90 0.89 9.14  0.184
H 0.17 -4.78 -1.11  0.123
H 4.41 2.83 1.80  0.097
H -6.48 1.48 5.94  0.130
H -3.96 5.07 3.26  0.132
H -2.98 4.20 6.05  0.073
H -6.25 2.37 8.14  0.136
H 2.55 -5.63 2.36  0.126
H 0.86 2.78 -2.15  0.061
H -5.37 -1.98 6.97  0.136
H -3.70 5.77 5.66  0.089
H 0.71 2.27 -3.87  0.089
H -6.26 0.70 10.04  0.188
H 1.46 -6.43 0.25  0.126
H -2.15 -1.25 3.41  0.146
H 2.31 -3.23 3.03  0.145
H -3.97 -1.30 7.79  0.138
H -6.91 -1.18 8.59  0.139
H -4.86 4.01 4.31  0.117
H 2.32 2.27 -3.09  0.084
H -5.48 -1.47 9.60  0.143
H -7.68 1.34 8.37  0.141
H -4.55 2.45 5.62  0.108
H -2.26 4.43 2.07  0.160
H -2.15 5.31 4.96  0.090
H 4.97 1.16 2.08  0.095